The following is a quantum chemistry calculation of a structure of composition C32H23CeN4O2 at a distorted geometry, from the OMol25 dataset.

The geometry in ORCA input format:
```
! RIJCOSX wB97M-V def2-TZVPD def2/J DEFGRID3
* xyz 0 2
Ce 0.464 -0.087 1.373
O -3.778 0.904 -0.241
O -3.050 2.843 1.473
N -1.352 -1.611 0.352
N 0.795 0.208 -1.429
N 0.434 2.425 1.547
N -1.658 1.058 0.706
C -2.862 -2.979 -1.579
C -0.160 0.026 4.070
C 1.858 -0.936 3.626
C 1.195 0.256 4.040
C 0.007 2.490 -1.683
C 2.909 -4.145 -1.250
C -0.307 -0.480 -3.945
C -0.823 3.390 -2.265
C -3.115 -1.648 -1.273
C -2.361 -0.988 -0.300
C -1.563 2.987 -3.420
C -1.414 1.755 -3.994
C -2.728 0.433 0.124
C 1.037 -0.968 -2.002
C 0.577 5.148 1.975
C 0.877 -1.937 3.393
C 2.184 -3.146 -1.882
C 1.642 3.026 1.732
C 2.271 -1.649 0.114
C -0.678 3.176 1.527
C 1.736 4.412 1.993
C -1.138 -2.889 0.101
C 1.860 -1.959 -1.218
C -1.947 2.332 1.223
C 0.440 -1.376 -3.225
C -1.875 -3.610 -0.838
C -0.650 4.542 1.733
C 0.087 1.152 -2.190
C 3.035 -2.699 0.705
C -0.510 0.781 -3.389
C -0.383 -1.324 3.665
C 3.400 -3.875 0.026
H 2.908 -1.199 3.580
H -1.307 -1.901 3.611
H 3.453 -2.621 1.720
H 0.594 -2.316 -3.690
H 1.007 -3.025 3.250
H -0.411 -3.462 0.742
H 1.618 1.284 4.345
H -2.349 3.590 -3.828
H 2.505 2.442 1.636
H -0.871 -0.853 -4.811
H 1.934 -3.358 -2.919
H -3.910 -1.046 -1.714
H 2.707 4.868 2.166
H -0.956 4.383 -1.845
H -1.032 0.632 4.437
H -3.422 -3.547 -2.321
H 3.219 -5.063 -1.712
H 3.951 -4.576 0.656
H 0.611 2.727 -0.855
H -1.664 -4.653 -0.920
H -1.644 4.965 1.755
H -1.990 1.440 -4.858
H 0.594 6.245 2.201
*
```

## Properties
Electronic energy, a.u.: -2077.91804
Frontier orbital gap (alpha / beta), eV: 7.58 / 7.62